ORCA calculation (wB97M-V/def2-TZVPD) on a molecular structure, C49H37F15GeSSb2Se4SiZr.

Positions of all 111 atoms, in Å:
Zr1 -2.1736 -1.8524 -1.5996
Se1 -0.4941 -3.8226 -1.8423
Se2 -2.1330 -4.4213 -0.3306
Se3 -4.2252 -3.8532 -1.5009
Se4 -3.5056 -3.0809 -3.5371
C1 0.9606 -2.6276 1.6602
C2 2.4349 -2.4147 1.3461
C3 2.9779 -3.3009 0.2141
Sb1 3.0092 -2.4915 -1.7931
C4 4.9668 -3.1650 -2.3324
C5 5.1787 -3.5416 -3.6563
C6 6.4308 -3.9591 -4.0886
C7 7.4900 -4.0080 -3.1958
C8 7.2931 -3.6335 -1.8740
C9 6.0409 -3.2146 -1.4485
C10 3.5813 -0.4696 -1.3803
C11 4.3951 -0.0752 -0.3182
C12 4.7911 1.2465 -0.1795
C13 4.3994 2.1943 -1.1162
C14 3.6086 1.8145 -2.1879
C15 3.1967 0.4927 -2.3103
Sb2 0.1785 -1.3468 3.2182
C16 1.9930 -1.2295 4.3626
C17 2.0899 -2.0332 5.4961
C18 3.2480 -2.0534 6.2637
C19 4.3243 -1.2552 5.9104
C20 4.2365 -0.4373 4.7915
C21 3.0809 -0.4262 4.0241
C22 0.5285 0.4954 2.1720
C23 0.6208 0.5688 0.7840
C24 0.8764 1.7737 0.1463
C25 1.0660 2.9270 0.8947
C26 0.9566 2.8757 2.2770
C27 0.6825 1.6681 2.9075
H1 0.7703 -3.6585 1.9738
H2 0.3356 -2.4692 0.7719
H3 3.0184 -2.6095 2.2488
H4 2.5931 -1.3580 1.1301
H5 2.3781 -4.2109 0.1343
H6 3.9935 -3.6289 0.4349
H7 4.3595 -3.5144 -4.3659
H8 6.5758 -4.2472 -5.1217
H9 8.4663 -4.3355 -3.5274
H10 8.1164 -3.6645 -1.1721
H11 5.9196 -2.9148 -0.4151
H12 4.7334 -0.8017 0.4102
H13 5.4165 1.5381 0.6546
H14 4.7177 3.2230 -1.0093
H15 3.3021 2.5438 -2.9275
H16 2.5733 0.2132 -3.1516
H17 1.2521 -2.6536 5.7949
H18 3.3043 -2.6867 7.1397
H19 5.2275 -1.2636 6.5066
H20 5.0717 0.1945 4.5169
H21 3.0281 0.2196 3.1550
H22 0.4850 -0.3238 0.1877
H23 0.9572 1.8041 -0.9329
H24 1.3027 3.8610 0.3992
H25 1.0927 3.7722 2.8692
H26 0.6136 1.6465 3.9902
C28 -2.4323 1.5597 -4.4713
Si1 -1.1573 0.1859 -4.5332
C29 0.4884 0.8536 -5.1389
C30 -1.7331 -1.1198 -5.7484
C31 -0.9547 -0.4676 -2.7870
H27 -2.6301 1.9797 -5.4582
H28 -2.1047 2.3689 -3.8168
H29 -3.3796 1.1792 -4.0795
H30 0.4215 1.1936 -6.1738
H31 1.2590 0.0810 -5.0962
H32 0.8210 1.6969 -4.5306
H33 -1.6437 -0.7321 -6.7658
H34 -2.7845 -1.3722 -5.5950
H35 -1.1419 -2.0355 -5.6893
H36 -1.0119 0.4232 -2.1344
H37 0.0732 -0.8521 -2.6673
F1 -6.0070 2.7649 1.1934
C32 -6.0619 2.1104 0.0252
C33 -5.1345 1.1132 -0.2283
C34 -5.2152 0.5249 -1.4703
F2 -4.3224 -0.4324 -1.8632
C35 -6.1717 0.8621 -2.4126
F3 -6.1998 0.2609 -3.5974
C36 -7.0944 1.8484 -2.1087
F4 -8.0190 2.1929 -2.9956
C37 -7.0388 2.4834 -0.8773
F5 -7.9114 3.4419 -0.5825
Ge1 -3.7298 0.7938 1.1079
S1 -2.6778 -1.1029 0.7970
C38 -4.4913 0.5272 2.8886
C39 -5.8149 0.2147 3.1362
F6 -6.6938 0.1344 2.1260
C40 -6.2916 -0.0386 4.4108
F7 -7.5763 -0.3282 4.6113
C41 -5.4170 0.0059 5.4831
F8 -5.8584 -0.2382 6.7129
C42 -4.0789 0.2976 5.2707
F9 -3.2333 0.3334 6.2981
C43 -3.6438 0.5469 3.9836
F10 -2.3437 0.8179 3.8029
C44 -2.7641 2.5001 0.9975
C45 -2.6910 3.4889 1.9659
F11 -3.2245 3.3105 3.1750
C46 -2.1077 4.7209 1.7210
F12 -2.0337 5.6370 2.6845
C47 -1.5918 4.9999 0.4692
F13 -0.9966 6.1653 0.2372
C48 -1.6628 4.0457 -0.5299
F14 -1.1358 4.2882 -1.7297
C49 -2.2482 2.8296 -0.2442
F15 -2.3167 1.9186 -1.2444

Results
* max |F|: 0.78 eV/A
* HOMO energy: -8.25 eV
* E_LUMO: -1.16 eV
* relative energy (zero: lowest compared OMol25 entry of this formula, charge and spin): 19.95 kcal per mole

Atomic partial charges in e from the Mulliken method, atoms 1 to 4: atom 1 (Zr): 0.9229, atom 2 (Se): -0.5108, atom 3 (Se): -0.3343, atom 4 (Se): -0.3468

---

ORCA calculation (wB97M-V/def2-TZVPD) on a molecular structure, C49H38CaCl4F9N3O3P.

Positions of all 108 atoms, in Å:
Ca1 0.6286 0.3919 1.2986
Cl1 -4.3528 -0.5843 1.1734
C1 -3.5925 0.6344 2.1339
C2 -4.4158 1.5302 2.8409
C3 -3.8831 2.5543 3.5581
Cl2 -4.9388 3.6257 4.4497
C4 -2.4853 2.7762 3.5484
C5 -1.8516 3.8679 4.1794
C6 -0.5077 4.0478 4.0373
C7 0.2199 3.1284 3.2670
N1 -0.3225 2.0766 2.7025
C8 -1.6710 1.8707 2.8324
C9 -2.2099 0.7076 2.1486
O1 -1.4114 -0.1297 1.5685
H1 -5.4878 1.3908 2.8008
H2 -2.4506 4.5578 4.7592
H3 0.0046 4.8817 4.4993
H4 1.2809 3.2700 3.1099
C10 3.7456 -3.4663 0.0041
C11 2.6578 -2.5412 -0.5404
C12 1.4538 -2.5407 0.4006
C13 3.1893 -1.1193 -0.6976
C14 4.2705 -0.9645 -1.7720
O2 3.6544 -0.1351 -2.7780
C15 2.4384 0.2287 -2.2925
N2 2.1077 -0.2202 -1.1517
C16 1.6789 1.1386 -3.1835
C17 2.3355 1.5781 -4.3401
C18 1.7248 2.4559 -5.2120
C19 0.4503 2.9234 -4.9190
C20 -0.2056 2.4789 -3.7863
C21 0.3715 1.5612 -2.9065
P1 -0.5893 1.0338 -1.3884
C22 -2.3218 1.1070 -2.0103
C23 -2.6977 0.7071 -3.2916
C24 -4.0193 0.7689 -3.6952
C25 -4.9971 1.2261 -2.8242
C26 -4.6453 1.5998 -1.5383
C27 -3.3174 1.5374 -1.1378
C28 -0.4135 2.8198 -0.7323
C29 -1.3186 3.8790 -0.8217
C30 -1.0197 5.1291 -0.2955
C31 0.2078 5.3665 0.3095
C32 1.1311 4.3388 0.3877
C33 0.8187 3.0829 -0.1177
H5 3.3643 -4.4861 0.0917
H6 4.0580 -3.1342 0.9976
H7 4.6302 -3.4932 -0.6388
H8 2.3367 -2.8926 -1.5288
H9 1.7555 -2.1569 1.3819
H10 1.0601 -3.5450 0.5428
H11 0.6446 -1.9229 0.0010
H12 3.5365 -0.7703 0.2710
H13 4.5491 -1.9095 -2.2355
H14 5.1663 -0.4613 -1.4101
H15 3.3359 1.2223 -4.5392
H16 2.2407 2.7836 -6.1060
H17 -0.0401 3.6281 -5.5799
H18 -1.2001 2.8496 -3.5803
H19 -1.9596 0.3252 -3.9826
H20 -4.2904 0.4277 -4.6846
H21 -6.0329 1.2617 -3.1383
H22 -5.4039 1.9089 -0.8286
H23 -3.0518 1.8370 -0.1304
H24 -2.2734 3.7332 -1.3084
H25 -1.7515 5.9255 -0.3642
H26 0.4432 6.3459 0.7088
H27 2.0981 4.5100 0.8469
H28 1.5665 2.2911 -0.0500
F1 1.5243 -1.0895 3.9413
C34 2.8699 -1.0654 3.9509
F2 3.2818 -2.1752 3.3247
F3 3.2686 -1.1588 5.2220
C35 3.3610 0.2329 3.2174
O3 2.6282 0.4792 2.1219
C36 3.2643 1.4130 4.2562
F4 4.1676 1.3688 5.2417
F5 3.4293 2.5881 3.6298
F6 2.0529 1.4289 4.8294
C37 4.8777 0.0584 2.8637
F7 5.6371 -0.3065 3.9054
F8 5.0497 -0.8752 1.9170
F9 5.3699 1.2019 2.3757
Cl3 -2.9814 -5.8986 -1.8009
C38 -2.0520 -4.5746 -0.9523
C39 -0.9282 -5.2769 -0.2302
C40 -0.6223 -5.0195 1.0346
C41 -1.3779 -4.0298 1.8161
C42 -0.9080 -3.5146 2.9529
C43 -2.6814 -3.6417 1.2497
C44 -3.0045 -3.8858 -0.0156
H29 -0.3799 -6.0114 -0.8103
H30 0.1969 -5.5376 1.5229
H31 0.0685 -3.7891 3.3410
H32 -1.4789 -2.7807 3.5117
H33 -3.3695 -3.1132 1.9003
H34 -3.9307 -3.5531 -0.4734
Cl4 -4.1676 -2.6513 -2.9948
C45 -1.4572 -3.6028 -1.9725
C46 -0.9428 -4.0354 -3.1761
C47 -0.3029 -3.1264 -4.0067
C48 -0.1765 -1.8212 -3.5845
N3 -0.6526 -1.3908 -2.4102
C49 -1.2864 -2.2612 -1.6378
H35 -1.0888 -5.0591 -3.4924
H36 0.0831 -3.4290 -4.9725
H37 0.3119 -1.0759 -4.2075
H38 -1.6796 -1.8702 -0.7017

Results
* max |F|: 1.43 eV/A
* HOMO energy: -4.44 eV
* E_LUMO: 1.85 eV
* charge: -1

Atomic partial charges in e from the Mulliken method, atoms 1 to 4: atom 1 (Ca): 3.0238, atom 2 (Cl): -0.1264, atom 3 (C): 0.9237, atom 4 (C): -0.6689

---

ORCA calculation (wB97M-V/def2-TZVPD) on a molecular structure, C49H40BI2N9OTi.

Positions of all 103 atoms, in Å:
Ti1 -0.9105 0.0632 0.6682
C1 4.1366 0.0775 2.4797
C2 2.9563 -0.5161 1.8068
C3 2.6373 -1.8667 1.6866
C4 1.4652 -1.9229 0.8756
N1 0.9812 -0.6428 0.7646
N2 2.0053 0.2504 1.2138
B1 2.3443 1.6116 0.5052
N3 1.1150 2.5120 1.0414
N4 -0.0915 1.9349 1.5725
C5 -0.8511 2.9585 1.9937
C6 -0.1895 4.2072 1.6833
C7 1.1097 3.8459 1.3022
C8 2.3043 4.7648 1.3303
C9 -2.0088 2.8866 2.8765
C10 -1.9463 1.9555 3.9852
C11 -3.1383 1.7628 4.6320
C12 -4.2855 2.5727 4.4724
C13 -4.3039 3.5064 3.4193
C14 -3.1498 3.6038 2.5864
N5 2.6276 1.4264 -0.9969
N6 3.1664 0.1892 -1.3609
C15 3.2565 0.1995 -2.7160
C16 2.8282 1.5037 -3.2293
C17 2.4705 2.2691 -2.1185
C18 2.0215 3.6831 -2.1004
C19 3.7624 -0.9423 -3.4979
C20 4.5763 -1.8942 -2.7796
C21 5.1383 -2.9508 -3.4812
C22 4.9907 -2.9788 -4.8955
C23 4.3017 -1.9385 -5.5734
C24 3.5937 -0.9864 -4.8909
C25 1.0404 -3.0959 0.1482
C26 0.8142 -4.3112 0.8320
C27 0.8502 -5.5266 0.1832
C28 0.7893 -5.4849 -1.2486
C29 1.1770 -4.3234 -1.9237
C30 1.1797 -3.0922 -1.2534
H1 3.8117 0.6321 3.4313
H2 4.6640 0.8342 1.8432
H3 4.7927 -0.7569 2.7687
H4 3.2182 -2.7506 1.9642
H5 3.3487 2.1047 0.9427
H6 -0.5229 5.1844 2.0381
H7 3.0427 4.5071 2.0829
H8 1.9091 5.7932 1.3568
H9 2.8146 4.6440 0.3750
H10 -1.0105 1.3867 4.2301
H11 -3.1297 1.0443 5.4065
H12 -5.0600 2.4534 5.2282
H13 -5.2331 4.0133 3.0766
H14 -3.2709 4.2268 1.7432
H15 2.9600 1.8821 -4.2438
H16 1.5508 3.9265 -1.1247
H17 1.2873 3.9193 -2.8703
H18 2.7995 4.4201 -2.3027
H19 4.7734 -1.6541 -1.7060
H20 5.6010 -3.7091 -2.8938
H21 5.4582 -3.7816 -5.4303
H22 4.2090 -2.0365 -6.6101
H23 2.8757 -0.2650 -5.3722
H24 0.7631 -4.2656 1.9006
H25 0.5904 -6.4068 0.7071
H26 0.5021 -6.4075 -1.7460
H27 1.3758 -4.3245 -2.9923
H28 1.3367 -2.1338 -1.8003
C31 -0.7209 -2.7703 4.2502
C32 -2.0077 -3.2415 4.3019
C33 -2.9027 -2.7139 3.3730
C34 -2.4962 -1.6063 2.6191
N7 -1.2408 -1.1234 2.6263
C35 -0.3694 -1.7174 3.4490
C36 -3.4761 -0.8820 1.9269
C37 -4.8607 -1.1223 1.9571
C38 -5.7312 -0.1596 1.4140
C39 -5.1928 1.0286 0.9553
C40 -3.8271 1.1420 0.8367
N8 -2.8860 0.2738 1.2586
H29 0.0726 -3.2435 4.8410
H30 -2.3607 -3.9941 4.9577
H31 -3.9109 -3.0543 3.3088
H32 0.6450 -1.3036 3.4671
H33 -5.2570 -2.0169 2.5099
H34 -6.7898 -0.4327 1.5096
H35 -5.8652 1.8110 0.5839
H36 -3.4132 2.0061 0.2242
I1 -2.0480 -4.0636 -2.2958
C41 -1.8775 -2.1163 -2.8288
C42 -1.9586 -1.6822 -4.1320
C43 -2.2553 -0.3869 -4.4045
I2 -2.9754 0.0052 -6.3573
C44 -2.2017 0.5853 -3.3817
C45 -2.2154 1.9719 -3.6449
C46 -1.6787 2.8643 -2.7641
C47 -1.2147 2.4288 -1.5477
N9 -1.2873 1.0848 -1.1930
C48 -1.8068 0.1876 -2.1142
C49 -1.7759 -1.1507 -1.7717
O1 -1.4181 -1.4479 -0.4972
H37 -1.9592 -2.3568 -4.9477
H38 -2.5776 2.3137 -4.6329
H39 -1.6385 3.9747 -3.0478
H40 -0.7427 3.1175 -0.8043

Results
* max |F|: 3.65 eV/A
* HOMO energy (spin up / spin down): -5.04 / -7.59 eV
* E_LUMO (spin up / spin down): -0.73 / -0.69 eV
* spin multiplicity: 3
* relative energy (zero: lowest compared OMol25 entry of this formula, charge and spin): 30.29 kcal per mole

Atomic partial charges in e from the Mulliken method, atoms 1 to 4: atom 1 (Ti): -1.2118, atom 2 (C): -1.5796, atom 3 (C): 0.5159, atom 4 (C): -1.1863